1.
C19H55BeNO19S6 | wB97M-V/def2-TZVPD

Properties
ΔE to the lowest compared entry with this formula, charge and spin	46.97	kcal per mole
HOMO level	-14.87	eV
DFT total energy	-4644.19373	hartree
spin multiplicity	1
charge	+2

```
101
C19H55BeNO19S6 wB97M-V/def2-TZVPD
Be -4.381 -0.073 -0.942
N -1.228 2.395 -2.219
H -1.534 1.844 -1.430
H -1.640 3.309 -2.098
H -1.546 1.988 -3.088
H -0.229 2.479 -2.334
C -1.026 0.266 0.804
O -2.041 0.796 0.013
H -0.900 0.853 1.713
H -1.258 -0.715 1.221
H -0.042 0.192 0.342
O 1.281 1.448 -1.941
S 2.575 0.933 -2.362
O 3.833 1.257 -1.623
O 2.466 -0.691 -2.502
C 3.550 -1.490 -2.777
C 4.209 -1.942 -1.464
C 2.857 1.397 -4.139
H 4.157 -1.159 -3.619
H 3.056 -2.387 -3.150
H 5.028 -2.656 -1.546
H 3.484 -2.388 -0.784
H 4.678 -1.049 -1.049
H 2.299 2.305 -4.369
H 2.563 0.572 -4.787
H 3.916 1.619 -4.269
O 4.424 -0.341 3.691
S 4.001 0.278 2.437
O 3.273 -0.504 1.457
O 3.146 1.623 2.892
C 2.430 2.309 1.877
C 1.466 3.256 2.515
C 5.386 1.124 1.629
H 1.828 1.607 1.301
H 3.175 2.767 1.227
H 2.020 4.052 3.013
H 0.941 2.654 3.257
H 0.769 3.708 1.810
H 4.944 1.646 0.780
H 6.095 0.324 1.416
H 5.873 1.799 2.332
O -0.553 -0.112 -4.117
S -1.491 -1.123 -3.545
O -2.742 -0.671 -2.998
O -1.689 -2.303 -4.662
C -0.614 -2.766 -5.389
C -1.306 -3.083 -6.694
C -0.514 -2.111 -2.308
H -0.126 -3.634 -4.945
H 0.239 -2.098 -5.507
H -1.581 -2.276 -7.373
H -2.258 -3.596 -6.557
H -0.594 -3.704 -7.239
H -1.039 -3.046 -2.113
H -0.344 -1.545 -1.393
H 0.396 -2.309 -2.874
O -6.172 -2.389 2.269
S -5.056 -1.472 2.504
O -4.597 -0.539 1.505
O -5.498 -0.616 3.885
C -4.826 0.552 4.188
C -3.941 0.192 5.393
C -3.563 -2.368 3.123
H -5.651 1.191 4.504
H -4.215 0.962 3.384
H -4.454 -0.281 6.230
H -3.510 1.087 5.843
H -3.082 -0.402 5.082
H -3.366 -3.219 2.471
H -3.764 -2.752 4.123
H -2.674 -1.739 3.118
O 0.541 -4.809 -0.648
S 1.225 -4.685 0.644
O 0.890 -5.564 1.757
O 2.890 -4.641 0.367
C 3.787 -4.743 1.522
C 5.140 -4.152 1.217
C 1.148 -2.852 1.081
H 3.826 -5.797 1.798
H 3.311 -4.138 2.294
H 5.965 -4.532 1.820
H 5.164 -3.064 1.276
H 5.306 -4.449 0.182
H 1.806 -2.652 1.926
H 0.143 -2.657 1.453
H 1.345 -2.266 0.184
O -2.213 7.322 -0.719
S -2.586 5.899 -0.666
O -1.866 4.843 -1.452
O -2.465 5.362 0.973
C -2.541 3.913 1.221
C -3.059 3.706 2.670
C -4.464 5.769 -0.703
H -1.552 3.469 1.098
H -3.206 3.456 0.488
H -2.593 4.333 3.430
H -2.829 2.676 2.943
H -4.141 3.804 2.761
H -4.881 6.379 -1.504
H -4.779 6.137 0.273
H -4.625 4.698 -0.829
```



2.
C5H11NO | wB97M-V/def2-TZVPD

Properties
ΔE to the lowest compared entry with this formula, charge and spin	48.64	kcal per mole
HOMO level (alpha / beta)	-13.48 / -13.47	eV
DFT total energy	-326.74658	hartree
spin multiplicity	2
charge	+1

```
18
C5H11NO wB97M-V/def2-TZVPD
O -0.957 -2.042 1.975
C -0.193 -1.473 1.246
C 0.039 0.029 1.383
C 1.186 0.563 0.583
C 1.062 0.455 -0.931
C -1.092 0.700 -2.241
N -0.030 1.281 -1.450
H 0.259 -2.069 0.424
H -0.963 0.420 1.283
H 0.089 0.179 2.470
H 2.161 0.183 0.873
H 1.418 1.629 0.760
H 1.972 0.756 -1.464
H 0.843 -0.540 -1.242
H -0.789 0.748 -3.293
H -1.196 -0.358 -1.995
H -2.034 1.199 -2.058
H -0.393 1.864 -0.688
```



3.
C39H33B3N2O8S | wB97M-V/def2-TZVPD

Properties
HOMO level	-7.98	eV
DFT total energy	-2690.40088	hartree
spin multiplicity	1
charge	0

```
86
C39H33B3N2O8S wB97M-V/def2-TZVPD
C -1.693 5.671 1.112
O -2.169 5.550 2.464
C -2.038 4.184 2.904
B -3.065 3.209 2.133
O -2.525 2.192 1.310
B -3.402 1.857 0.252
C -3.455 0.398 -0.401
C -2.332 0.158 -1.513
C -0.877 0.038 -0.913
C -0.086 1.399 -0.799
N -0.200 2.286 -1.965
C -1.160 3.215 -2.330
C -0.846 3.878 -3.590
C 0.488 3.260 -3.947
C 0.817 2.281 -2.925
O -4.310 2.863 -0.223
B -4.920 3.498 0.883
N -6.072 4.440 0.687
C -5.692 5.325 -0.075
S -5.488 6.196 -1.428
O -4.478 3.301 2.223
H -2.532 5.556 0.359
H -1.259 6.694 0.920
H -0.899 4.913 0.863
H -0.969 3.852 2.716
H -2.216 4.066 4.009
H -3.384 -0.366 0.420
H -4.484 0.268 -0.852
H -2.576 -0.858 -1.949
H -2.426 0.876 -2.371
H -1.002 -0.347 0.145
H -0.323 -0.758 -1.472
H 1.008 1.124 -0.722
H -0.307 1.952 0.160
H -2.086 3.424 -1.750
H -1.426 4.641 -4.152
H 1.083 3.542 -4.852
H 1.741 1.653 -2.883
C -3.240 -7.985 -0.699
C -2.482 -6.895 -1.119
C -2.413 -5.753 -0.335
C -3.111 -5.691 0.868
C -3.890 -6.775 1.277
C -3.943 -7.925 0.495
C -4.680 -6.705 2.532
O -5.355 -7.650 2.891
C -4.636 -5.459 3.337
C -5.414 -5.356 4.487
C -5.370 -4.200 5.253
C -4.542 -3.146 4.880
C -3.768 -3.242 3.732
C -3.820 -4.394 2.953
C -3.016 -4.472 1.708
O -2.295 -3.549 1.379
H -3.286 -8.880 -1.309
H -1.944 -6.938 -2.059
H -1.818 -4.909 -0.663
H -4.536 -8.774 0.815
H -6.059 -6.175 4.784
H -5.981 -4.120 6.145
H -4.503 -2.246 5.483
H -3.128 -2.416 3.443
C 7.133 -1.424 -4.063
C 8.454 -0.984 -4.079
C 8.872 -0.010 -3.183
C 7.969 0.536 -2.276
C 6.639 0.112 -2.277
C 6.227 -0.878 -3.165
C 5.653 0.719 -1.349
O 4.495 0.347 -1.347
C 6.103 1.795 -0.431
C 5.178 2.415 0.405
C 5.591 3.413 1.277
C 6.930 3.789 1.324
C 7.854 3.177 0.489
C 7.442 2.186 -0.398
C 8.432 1.564 -1.311
O 9.602 1.895 -1.274
H 6.809 -2.192 -4.757
H 9.157 -1.402 -4.789
H 9.903 0.326 -3.196
H 5.199 -1.220 -3.161
H 4.135 2.124 0.375
H 4.868 3.898 1.923
H 7.253 4.563 2.010
H 8.895 3.477 0.525
```



4.
C4H4O2 | wB97M-V/def2-TZVPD

Properties
ΔE to the lowest compared entry with this formula, charge and spin	86.60	kcal per mole
HOMO level	-9.45	eV
DFT total energy	-305.14145	hartree
spin multiplicity	1
charge	0

```
10
C4H4O2 wB97M-V/def2-TZVPD
O -1.930 -0.258 1.037
C -1.471 -0.014 -0.166
C -0.446 -0.723 -0.766
C 0.453 0.229 -0.388
C 1.892 0.014 -0.232
O 2.549 0.716 0.505
H -1.566 -1.117 1.323
H 0.147 1.166 0.117
H -1.932 0.842 -0.655
H 2.304 -0.853 -0.776
```



5.
C3H7N3O2 | wB97M-V/def2-TZVPD

Properties
ΔE to the lowest compared entry with this formula, charge and spin	131.43	kcal per mole
HOMO level	-9.58	eV
DFT total energy	-433.11332	hartree
spin multiplicity	1
structure (SMILES)	C=NNC(=O)NOC
charge	0

```
15
C3H7N3O2 wB97M-V/def2-TZVPD
C -2.992 0.251 0.526
C -0.020 0.083 -0.190
C 3.429 -0.119 0.129
H -3.260 -0.463 1.293
H -3.843 0.625 -0.099
H -2.513 1.143 1.004
H -0.563 -1.536 -0.716
H 1.369 -1.380 0.017
H 4.037 0.712 0.121
H 3.738 -1.166 0.503
N -0.895 -0.944 0.000
N 1.234 -0.389 0.147
N 2.291 0.450 0.008
O -2.169 -0.383 -0.475
O -0.317 1.252 -0.274
```



6.
C4H16Si3 | wB97M-V/def2-TZVPD

Properties
ΔE to the lowest compared entry with this formula, charge and spin	106.56	kcal per mole
HOMO level	-8.06	eV
DFT total energy	-1030.26876	hartree
spin multiplicity	1
charge	0

```
23
C4H16Si3 wB97M-V/def2-TZVPD
C 2.243 -2.668 0.328
C 1.364 2.963 0.164
C 2.055 -1.359 -0.497
C 1.498 1.639 -0.567
Si -4.415 -0.387 -0.190
Si -2.212 -0.371 0.635
Si 1.962 0.183 0.642
H 1.223 -3.066 0.446
H 2.830 -3.454 -0.121
H 2.432 -2.239 1.271
H 2.378 2.999 0.538
H 0.887 3.705 -0.411
H 0.779 3.062 1.197
H 1.150 -1.680 -1.172
H 2.959 -1.362 -1.237
H 2.110 1.780 -1.461
H 0.382 1.296 -0.734
H -5.049 0.933 0.238
H -4.077 -0.126 -1.570
H -5.538 -1.379 0.117
H -2.225 1.011 0.704
H -1.612 -0.846 1.955
H -1.121 -0.635 -0.275
```